This record from the OMol25 dataset describes a cluster of 2 separate species, C3H7NO2 in total. The level of theory is the ωB97M-V functional and the def2-TZVPD basis.

Total charge: 0
E_tot: -8807.52909 eV
Gap between HOMO and LUMO: 9.59 eV
Energy above the lowest of the compared OMol25 structures with the same formula, charge and spin: 289.43 kJ/mol
Molecular weight: 89.1 g/mol
Lowest unoccupied orbital energy: 1.0 eV

CARTESIAN COORDINATES (ANGSTROEM)
C  -2.0278  0.0915  0.3130
C  -1.1992  -0.8429  0.7933
O  -1.1235  -2.1303  0.3957
C  1.5146  0.5390  0.0005
O  0.7264  0.9956  -0.9849
N  2.7756  0.7850  -0.3579
H  -2.0256  1.0847  0.7491
H  -2.7728  -0.1215  -0.4515
H  -0.1853  0.7786  -0.7192
H  -0.4503  -0.6275  1.5484
H  -1.7743  -2.2853  -0.3030
H  3.5216  0.5004  0.2542
H  3.0205  1.2327  -1.2376

Results of the Löwdin charge analysis, in e, for atoms 1 through 2: number 1, C, carries -0.026; number 2, C, carries -0.310